{
  "formula": "C10H12O2Se",
  "method": "wB97M-V/def2-TZVPD",
  "multiplicity": 1,
  "total_energy_ev": -80001.8202,
  "orbital_gap_ev": 7.02,
  "total_charge": 0,
  "max_force_ev_per_a": 5.77,
  "e_homo_ev": -8.59,
  "e_above_lowest_ev": 1.6663,
  "lumo_energy_ev": -1.562,
  "symbols": ["C", "C", "O", "C", "Se", "C", "C", "O", "H", "H", "H", "H", "H", "H", "C", "C", "C", "C", "C", "H", "H", "H", "H", "H", "H"],
  "coordinates": [[-3.01514, 1.60836, -1.26271], [-2.11070, 0.44060, -1.05280], [-1.79602, -0.40101, -1.86103], [-1.73458, 0.15722, 0.39678], [-1.39590, -1.52982, 0.61856], [-1.74885, 1.19639, 1.42849], [-1.54623, 0.86040, 2.95712], [-1.78381, 2.38918, 1.09786], [-4.01130, 1.29688, -0.97228], [-2.94010, 1.97204, -2.35459], [-2.68068, 2.41165, -0.64305], [-1.51917, 1.89590, 3.27651], [-0.60600, 0.39311, 2.94908], [-2.32296, 0.28526, 3.28162], [1.32071, -1.11627, -1.93729], [1.62748, 0.01496, -1.35742], [1.81033, -0.37886, 0.10127], [1.35495, -1.75341, 0.21683], [1.23026, -2.21494, -1.03770], [1.22904, -1.38275, -3.06593], [1.77348, 1.09307, -1.63414], [2.97523, -0.52353, 0.07386], [1.65859, 0.37147, 0.87584], [1.54570, -2.38439, 1.10578], [1.11282, -3.27463, -1.34871]]
}

{
  "formula": "C16H39NO9Si",
  "method": "wB97M-V/def2-TZVPD",
  "multiplicity": 1,
  "total_energy_ev": -45014.0350,
  "orbital_gap_ev": 9.48,
  "total_charge": 0,
  "max_force_ev_per_a": 0.66,
  "e_homo_ev": -9.25,
  "lumo_energy_ev": 0.234,
  "symbols": ["C", "C", "C", "O", "Si", "C", "O", "N", "O", "H", "H", "H", "H", "H", "H", "H", "H", "H", "H", "H", "C", "O", "C", "C", "O", "C", "C", "O", "C", "H", "H", "H", "H", "H", "H", "H", "H", "H", "H", "H", "H", "H", "H", "C", "O", "C", "C", "O", "C", "C", "O", "C", "H", "H", "H", "H", "H", "H", "H", "H", "H", "H", "H", "H", "H", "H"],
  "coordinates": [[-2.69976, 0.50078, 2.32454], [-1.91708, 1.49734, 1.46830], [-1.20251, 0.79745, 0.32483], [-0.13970, 1.55717, -0.25476], [-0.23112, 3.13853, -0.65456], [-1.68218, 3.53661, -1.82505], [-2.41898, 2.33974, -2.12886], [-3.15949, 2.52854, -3.30445], [-3.64745, 1.53016, -3.63658], [-3.65385, 0.25659, 1.85232], [-2.93316, 0.91889, 3.30284], [-2.15636, -0.43791, 2.44159], [-1.18196, 2.02059, 2.08248], [-2.62738, 2.22940, 1.07230], [-0.75532, -0.12830, 0.69110], [-1.91228, 0.52657, -0.45925], [1.03102, 3.46437, -1.34068], [-0.39687, 4.00460, 0.53628], [-1.30328, 3.97590, -2.75102], [-2.34880, 4.27248, -1.36721], [-1.00090, 0.95694, -5.28207], [0.23851, 1.02403, -5.94799], [0.80877, 2.31487, -5.87292], [2.27695, 2.27910, -6.23160], [3.11122, 1.82195, -5.18078], [3.15765, 0.42078, -4.96576], [4.02718, -0.32264, -5.95389], [3.34131, -0.52463, -7.17432], [4.20635, -0.91741, -8.21237], [-1.72507, 1.66129, -5.70771], [-1.38500, -0.05480, -5.39547], [-0.87907, 1.17004, -4.21285], [0.70184, 2.71731, -4.85558], [0.28706, 2.98994, -6.56717], [2.59433, 3.30688, -6.41934], [2.42677, 1.69747, -7.14439], [2.15515, -0.01298, -4.94738], [3.60537, 0.30076, -3.97747], [4.30405, -1.29501, -5.52132], [4.94724, 0.25113, -6.12742], [4.96061, -0.14785, -8.41576], [3.60074, -1.06647, -9.10393], [4.72246, -1.85533, -7.97314], [-1.20882, -0.39987, 8.78788], [-1.31430, -1.33967, 7.74533], [-2.02011, -0.82812, 6.63185], [-1.80146, -1.69442, 5.41323], [-0.56592, -1.46482, 4.75577], [0.58888, -2.04095, 5.34461], [0.74117, -3.52042, 5.07441], [-0.08704, -4.27526, 5.93688], [-0.22075, -5.61074, 5.51270], [-2.19597, -0.08615, 9.14873], [-0.67091, -0.87689, 9.60447], [-0.65649, 0.49130, 8.46684], [-1.68725, 0.19464, 6.41017], [-3.09579, -0.80104, 6.85916], [-2.56264, -1.42436, 4.67829], [-1.92924, -2.74905, 5.66825], [0.62440, -1.85029, 6.41980], [1.43151, -1.53163, 4.87312], [1.79220, -3.80351, 5.23045], [0.48242, -3.72391, 4.02677], [-0.68649, -5.66963, 4.52175], [-0.85473, -6.12109, 6.23472], [0.75032, -6.11897, 5.47125]]
}

{
  "formula": "C23H27N3O4",
  "method": "wB97M-V/def2-TZVPD",
  "multiplicity": 1,
  "total_energy_ev": -36931.0536,
  "orbital_gap_ev": 8.31,
  "total_charge": 0,
  "max_force_ev_per_a": 19.45,
  "e_homo_ev": -7.98,
  "e_above_lowest_ev": 20.4027,
  "lumo_energy_ev": 0.333,
  "symbols": ["C", "H", "O", "C", "C", "C", "C", "C", "C", "O", "C", "H", "H", "H", "H", "C", "C", "N", "C", "C", "C", "C", "C", "C", "O", "H", "C", "O", "N", "C", "H", "H", "C", "N", "C", "H", "H", "H", "C", "C", "H", "H", "H", "H", "C", "H", "H", "H", "H", "H", "H", "H", "H", "H", "H", "H", "H"],
  "coordinates": [[-7.73790, 0.98226, 2.20777], [-8.13541, 1.67409, 1.44289], [-6.90875, 0.09560, 1.38976], [-5.99246, 0.37895, 0.58412], [-5.63132, 1.54578, 0.26280], [-4.65328, 1.94344, -0.38054], [-4.01924, 0.90088, -0.93443], [-4.33339, -0.27733, -1.03205], [-5.40794, -0.59679, -0.15796], [-5.75176, -1.93150, 0.18077], [-5.17569, -2.75513, -0.40877], [-5.30792, -2.81266, -1.62023], [-4.03563, -3.15956, -0.26336], [-5.58475, -3.76922, -0.02719], [-3.76969, -1.07972, -1.55787], [-2.84444, 1.29371, -1.90527], [-1.52035, 0.48056, -1.47486], [-1.28724, -0.65119, -1.62536], [0.02604, -0.67789, -1.07366], [0.69120, -1.85788, -0.70853], [1.81499, -1.75500, -0.15684], [2.09200, -0.42479, 0.66237], [1.40019, 0.71493, 0.40977], [0.20803, 0.49577, -0.24238], [-0.68821, 1.51628, -1.00123], [1.74663, 1.56141, 0.80742], [3.42179, -0.59842, 1.39413], [3.33683, 0.07389, 2.53188], [4.52160, -0.79830, 0.96143], [4.89630, -0.95451, -0.48895], [3.95869, -0.59017, -1.16293], [5.12278, -1.97907, -0.88924], [6.02753, 0.07916, -1.00201], [6.09246, 0.97262, -0.06348], [6.81139, 2.19701, -0.47714], [6.50350, 2.78721, -1.41102], [7.95644, 2.10240, -0.73905], [6.68143, 3.08506, 0.50588], [6.52093, 0.69630, 1.28867], [5.68498, -0.51385, 1.74037], [5.58866, -0.70740, 2.85585], [6.28428, -1.44970, 1.69618], [7.53269, 0.45390, 1.36196], [6.22594, 1.30471, 2.00386], [7.19025, -0.66644, -1.39343], [7.80280, -1.33846, -0.46270], [7.20684, -1.54437, -2.08629], [8.20620, -0.18355, -1.59666], [5.70398, 0.61048, -2.05885], [2.37307, -2.53505, 0.15758], [0.47780, -2.80427, -1.31031], [-2.56589, 2.44239, -2.12685], [-2.81018, 1.00697, -3.12845], [-4.24353, 2.97950, -0.46380], [-6.04913, 2.45899, 1.03804], [-7.10311, 1.63602, 3.02184], [-8.56260, 0.37611, 2.62488]]
}